Here is a 3-piece molecular cluster, C26H35N3O5S overall from the OMol25 dataset. Energies are from the ωB97M-V functional and the def2-TZVPD basis.

**E_LUMO**: -0.8 eV
**DFT total energy**: -1950.2261 hartree
**Multiplicity**: 1
**HOMO-LUMO gap**: 7.269 eV

CARTESIAN COORDINATES (ANGSTROEM)
C  -5.098  3.067  4.335
C  -4.111  3.694  3.280
O  -2.714  3.637  3.723
C  -1.894  3.690  2.593
C  -2.113  4.727  1.470
C  -1.258  4.712  0.304
C  -1.586  5.786  -0.828
C  -2.882  5.232  -1.566
C  -2.763  3.833  -2.087
C  -3.884  3.149  -2.760
C  -5.154  3.934  -2.881
C  -5.267  5.325  -2.387
C  -4.128  6.007  -1.703
C  -0.126  3.754  0.075
N  0.726  3.627  -0.986
S  1.748  2.323  -0.659
N  1.120  1.898  0.840
C  0.088  2.726  1.196
C  -0.800  2.732  2.400
C  -0.583  1.630  3.512
C  -1.467  0.394  3.077
C  -1.057  -0.590  1.905
N  -2.586  0.199  3.691
H  -5.619  2.136  3.962
H  -5.933  3.794  4.580
H  -4.591  2.852  5.323
H  -4.337  4.780  3.045
H  -4.225  3.109  2.318
H  -2.946  5.451  1.629
H  -1.753  6.811  -0.407
H  -0.699  5.770  -1.517
H  -1.790  3.278  -1.968
H  -3.809  2.089  -3.127
H  -6.026  3.415  -3.367
H  -6.256  5.838  -2.552
H  -4.193  7.054  -1.306
H  0.505  1.383  3.621
H  -1.030  2.051  4.461
H  -1.959  -0.805  1.256
H  -0.242  -0.156  1.263
H  -0.775  -1.584  2.366
H  -3.019  -0.638  3.267
O  -1.658  -3.540  0.659
C  -0.799  -3.839  -0.132
O  -0.246  -5.063  -0.089
C  0.651  -5.576  -1.084
C  2.076  -5.132  -0.820
C  -0.271  -2.828  -1.115
H  0.308  -5.317  -2.089
H  0.594  -6.664  -1.009
H  2.173  -4.047  -0.867
H  2.756  -5.571  -1.550
H  2.389  -5.433  0.180
H  0.469  -2.200  -0.619
H  -1.103  -2.207  -1.451
H  0.165  -3.267  -2.011
O  4.739  -4.299  -0.440
C  5.595  -4.599  -1.232
O  6.144  -5.827  -1.189
C  7.038  -6.346  -2.183
C  8.464  -5.907  -1.919
C  6.125  -3.591  -2.216
H  6.696  -6.086  -3.188
H  6.976  -7.432  -2.107
H  8.566  -4.822  -1.968
H  9.143  -6.350  -2.650
H  8.775  -6.210  -0.918
H  6.868  -2.965  -1.722
H  5.295  -2.968  -2.551
H  6.558  -4.031  -3.112

Cartesian forces, eV/Å:
-0.38 0.50 0.55
-0.88 -0.16 -0.32
0.31 -0.17 -2.10
2.53 -0.69 -2.52
2.48 -2.21 -0.12
-1.26 1.42 0.78
-0.49 -1.63 0.13
-0.76 -0.73 -0.85
-2.05 0.63 -0.58
-0.35 3.31 1.42
1.85 0.57 0.80
1.61 -1.37 0.11
0.35 -3.04 -1.12
-0.33 -0.91 1.57
-0.80 -0.62 1.97
-2.76 1.45 2.05
-0.89 0.96 0.10
0.21 1.24 -2.15
-0.94 0.52 0.97
-1.09 0.30 -0.87
-0.48 -0.50 0.12
-0.13 0.50 0.34
1.32 0.03 -0.74
0.96 0.95 0.36
0.99 -0.67 -0.36
-0.38 0.11 -1.28
-0.02 -1.25 0.47
0.32 0.68 1.00
0.99 -0.55 -0.62
0.17 -1.00 -0.36
-0.98 0.29 0.48
-1.16 0.81 -0.11
-0.07 1.37 0.44
0.94 0.88 0.60
1.30 -0.49 0.33
-0.01 -1.23 -0.51
-1.05 0.15 -0.14
0.67 -0.74 -0.98
0.98 0.35 0.77
-0.68 -0.64 0.73
-0.03 1.16 -0.59
-0.01 0.43 0.25
0.23 -0.36 -0.18
0.01 0.32 0.20
-0.37 -0.32 0.13
0.34 0.09 -0.05
-0.27 0.11 0.03
-0.22 -0.02 -0.63
-0.02 0.10 0.06
-0.20 0.10 0.15
0.04 -0.07 -0.08
-0.04 -0.02 0.06
0.02 -0.06 -0.11
-0.02 -0.03 0.00
0.07 0.05 0.26
0.19 0.00 0.12
0.47 -0.31 -0.16
0.02 0.44 0.24
-0.34 -0.37 0.13
0.26 0.09 -0.04
0.06 0.18 0.07
-0.22 -0.06 -0.64
0.02 0.10 0.06
-0.18 0.11 0.15
0.00 -0.05 -0.10
-0.03 0.00 0.03
-0.04 -0.09 -0.08
-0.03 -0.02 -0.01
0.07 0.05 0.26
0.18 0.01 0.11

Here are the natural (NBO) charges for atoms 1 to 8, given in e:
1. C -0.64
2. C -0.07
3. O -0.52
4. C 0.35
5. C -0.27
6. C 0.11
7. C -0.48
8. C 0.00